w | {
  "formula": "C6H14N3O",
  "method": "ωB97M-V/def2-TZVPD",
  "lumo_ha": -0.10500,
  "molar_mass_g_mol": 144.20,
  "smiles": "C[NH+](C)[C@@]1(C(N)=O)CCN1",
  "homo_lumo_gap_ev": 10.74,
  "homo_ha": -0.4998,
  "total_charge": 1,
  "symbols": ["C", "N", "C", "C", "C", "N", "O", "C", "C", "N", "H", "H", "H", "H", "H", "H", "H", "H", "H", "H", "H", "H", "H", "H"],
  "positions_angstrom": [[-1.76326, -0.55452, 1.13666], [-0.89608, -0.59318, -0.07334], [-1.71456, -0.22744, -1.24195], [0.33180, 0.19168, -0.06103], [0.02869, 1.77934, -0.07735], [1.11086, 2.46103, -0.46057], [-1.02142, 2.33743, 0.09814], [1.21978, -0.48459, 1.14616], [2.10922, -0.83312, -0.01419], [1.22406, -0.28665, -1.01439], [-1.23880, -0.03357, 1.92505], [-2.66645, 0.05246, 0.79557], [-1.97258, -1.59439, 1.40595], [-0.60177, -1.59808, -0.05501], [-1.16745, -0.43270, -2.22403], [-2.71098, -0.75841, -1.15788], [-1.96378, 0.77470, -1.11472], [2.01502, 2.04064, -0.81348], [0.86570, 3.37529, -0.78514], [1.05183, -1.29639, 1.73670], [1.71746, 0.32382, 1.77246], [3.06052, -0.25748, 0.07286], [2.34452, -1.89900, -0.43833], [1.59291, 0.30960, -1.74364]]
}

***

x | {
  "formula": "C6H14N3O",
  "method": "ωB97M-V/def2-TZVPD",
  "lumo_ha": -0.11670,
  "molar_mass_g_mol": 144.20,
  "smiles": "CC(C)(C)N1CNC(=[NH2+])O1",
  "homo_lumo_gap_ev": 10.05,
  "homo_ha": -0.4861,
  "total_charge": 1,
  "symbols": ["C", "C", "C", "C", "N", "C", "N", "C", "N", "O", "H", "H", "H", "H", "H", "H", "H", "H", "H", "H", "H", "H", "H", "H"],
  "positions_angstrom": [[-2.12492, -0.85557, 0.36166], [-1.12650, 0.23278, 0.08919], [-1.44402, 1.57711, 0.76835], [-1.07141, 0.46575, -1.43170], [0.14729, -0.25912, 0.74520], [0.72495, -1.56384, 0.42543], [2.05669, -1.17487, 0.03416], [2.22546, 0.13091, 0.10599], [3.23384, 0.82282, -0.21815], [1.15891, 0.66705, 0.55059], [-1.87687, -1.81091, -0.16846], [-1.81027, -1.07368, 1.36858], [-3.07971, -0.55853, 0.10816], [-0.70314, 2.18817, 0.33537], [-1.35659, 1.51423, 1.83966], [-2.36680, 1.92382, 0.38209], [-0.80048, 1.46984, -1.67420], [-0.38383, -0.24809, -1.78696], [-2.07434, 0.28977, -1.69855], [0.81747, -2.09582, 1.35211], [0.22589, -2.20017, -0.29984], [2.62531, -1.77383, -0.52101], [3.95120, 0.49590, -0.77664], [3.05188, 1.83630, 0.10895]]
}

***

It is w that is the most stable of them.

***

w | {
  "formula": "C4H10N",
  "method": "ωB97M-V/def2-TZVPD",
  "lumo_ha": -0.13315,
  "molar_mass_g_mol": 72.13,
  "smiles": "C1CC[NH2+]C1",
  "homo_lumo_gap_ev": 12.28,
  "homo_ha": -0.5845,
  "total_charge": 1,
  "symbols": ["C", "C", "C", "N", "C", "H", "H", "H", "H", "H", "H", "H", "H", "H", "H"],
  "positions_angstrom": [[0.87111, 0.85685, 0.35973], [1.11047, -0.65830, 0.25953], [-0.24626, -1.25550, 0.13668], [-1.18346, -0.12400, -0.37258], [-0.33439, 1.13822, -0.58778], [1.61000, 1.62876, 0.20983], [0.57198, 1.25576, 1.39173], [1.67429, -1.15035, 1.13795], [1.75686, -0.83885, -0.68461], [-0.47620, -1.37313, 1.23521], [-0.32627, -2.22935, -0.40779], [-1.98174, 0.00043, 0.31933], [-1.92007, -0.41249, -1.02421], [-1.06320, 1.95348, -0.29509], [-0.06314, 1.20847, -1.67795]]
}

***

x | {
  "formula": "C4H10N",
  "method": "ωB97M-V/def2-TZVPD",
  "lumo_ha": -0.33860,
  "molar_mass_g_mol": 72.13,
  "homo_lumo_gap_ev": 4.14,
  "homo_ha": -0.4909,
  "total_charge": 1,
  "symbols": ["C", "C", "C", "C", "N", "H", "H", "H", "H", "H", "H", "H", "H", "H", "H"],
  "positions_angstrom": [[-2.15638, -0.75831, -0.69557], [-2.21957, 0.39666, 0.26062], [-0.77352, 0.72017, 0.56679], [0.21736, -0.11234, 0.44492], [4.01622, -0.07723, -0.18832], [-1.32034, -1.49073, -0.49300], [-3.10046, -1.32121, -0.82404], [-1.83083, -0.41052, -1.66933], [-2.60833, 1.26147, -0.32458], [-2.85788, 0.21265, 1.14470], [-0.50689, 1.75204, 0.83236], [1.22246, 0.35856, 0.39149], [3.03680, -0.27528, -0.27482], [4.64571, -0.73494, 0.24777], [4.37246, 0.01358, -1.13400]]
}

***

y | {
  "formula": "C4H10N",
  "method": "ωB97M-V/def2-TZVPD",
  "lumo_ha": -0.20365,
  "molar_mass_g_mol": 72.13,
  "homo_lumo_gap_ev": 8.03,
  "homo_ha": -0.4986,
  "total_charge": 1,
  "symbols": ["C", "N", "H", "H", "H", "H", "C", "C", "C", "H", "H", "H", "H", "H", "H"],
  "positions_angstrom": [[2.21196, -1.73410, 0.84196], [1.77276, -1.06214, -0.13717], [3.21588, -1.57765, 1.19606], [1.56695, -2.45991, 1.31554], [0.78666, -1.16555, -0.39559], [2.34009, -0.43009, -0.67030], [-1.27132, 2.05123, -0.39504], [-1.56281, 0.61275, -0.59873], [-1.16079, -0.38759, 0.19048], [-0.85149, 2.44097, -1.32317], [-2.14698, 2.62247, -0.09479], [-0.53642, 2.26316, 0.38502], [-2.12973, 0.38608, -1.49670], [-1.36866, -1.43165, -0.02268], [-0.86609, -0.12799, 1.20510]]
}

***

z | {
  "formula": "C4H10N",
  "method": "ωB97M-V/def2-TZVPD",
  "lumo_ha": -0.21189,
  "molar_mass_g_mol": 72.13,
  "homo_lumo_gap_ev": 7.95,
  "homo_ha": -0.5040,
  "total_charge": 1,
  "symbols": ["C", "N", "H", "H", "H", "H", "C", "C", "C", "H", "H", "H", "H", "H", "H"],
  "positions_angstrom": [[2.23846, 0.86668, 1.40708], [1.13185, 0.84031, 0.77045], [2.60364, 0.06014, 2.02823], [2.79788, 1.78809, 1.29336], [0.72320, 1.62422, 0.30254], [0.65482, -0.05757, 0.87436], [-0.83144, -1.77938, -0.53965], [-0.93481, -0.37815, -1.15840], [-1.75528, 0.54635, -0.66439], [-1.71522, -2.37429, -0.70802], [0.00781, -2.24086, -1.07047], [-0.48129, -1.80657, 0.49550], [-0.41158, -0.27842, -2.10081], [-1.87575, 1.54096, -1.07813], [-2.24842, 0.37128, 0.28632]]
}

***

It is w that is the most stable of them.

***

w | {
  "formula": "C4H10N",
  "method": "ωB97M-V/def2-TZVPD",
  "lumo_ha": -0.13746,
  "molar_mass_g_mol": 72.13,
  "smiles": "C=C([NH3+])CC",
  "homo_lumo_gap_ev": 11.24,
  "homo_ha": -0.5506,
  "total_charge": 1,
  "symbols": ["C", "C", "N", "C", "C", "H", "H", "H", "H", "H", "H", "H", "H", "H", "H"],
  "positions_angstrom": [[1.05555, 1.31359, 1.02082], [0.15961, 0.59982, 0.37972], [-1.02240, 0.11205, 1.16617], [0.14857, 0.16055, -1.03888], [0.10124, -1.38011, -1.21445], [1.85113, 1.81995, 0.48987], [1.07743, 1.55335, 2.07462], [-1.26341, 0.75898, 1.91823], [-0.82976, -0.81061, 1.56229], [-1.82579, 0.02964, 0.53765], [0.96466, 0.57235, -1.63297], [-0.72728, 0.61469, -1.53187], [1.07423, -1.73441, -1.54351], [-0.05671, -1.95593, -0.30251], [-0.70708, -1.65390, -1.88520]]
}

***

x | {
  "formula": "C4H10N",
  "method": "ωB97M-V/def2-TZVPD",
  "lumo_ha": [-0.17607, -0.13957],
  "molar_mass_g_mol": 72.13,
  "homo_lumo_gap_ev": [8.01, 9.99],
  "homo_ha": [-0.4703, -0.5066],
  "total_charge": 1,
  "symbols": ["C", "C", "C", "C", "N", "H", "H", "H", "H", "H", "H", "H", "H", "H", "H"],
  "positions_angstrom": [[-0.72652, 1.46999, -1.32361], [-1.07624, 0.91224, 0.04637], [0.85416, -1.61648, 1.83954], [0.52951, -0.71689, -0.84172], [0.23738, 0.65668, -0.56627], [-1.28346, 1.05626, -2.09224], [-0.56339, 2.56841, -1.16399], [-1.00699, 1.49113, 0.92848], [-1.77785, 0.01616, 0.03126], [1.88043, -1.65510, 2.23187], [0.27115, -0.74551, 2.06483], [0.52385, -2.47304, 1.26903], [-0.41047, -1.19475, -1.17344], [1.54323, -1.08707, -1.08872], [1.00521, 1.31796, -0.16139]]
}

***

y | {
  "formula": "C4H10N",
  "method": "ωB97M-V/def2-TZVPD",
  "lumo_ha": -0.18009,
  "molar_mass_g_mol": 72.13,
  "homo_lumo_gap_ev": 9.16,
  "homo_ha": -0.5166,
  "total_charge": 1,
  "symbols": ["C", "C", "N", "H", "H", "H", "H", "H", "H", "C", "C", "H", "H", "H", "H"],
  "positions_angstrom": [[-0.87340, -1.50438, 1.55500], [0.69210, 0.28001, 1.00090], [0.37382, -0.95273, 1.01201], [-0.63018, -2.23994, 2.31500], [-1.40788, -1.99360, 0.74481], [-1.45869, -0.69278, 1.97440], [0.03037, 0.99127, 1.47101], [1.62520, 0.56060, 0.54253], [0.99974, -1.62260, 0.57336], [-0.37758, 1.61320, -1.65199], [0.59463, 0.77883, -2.02221], [-0.16603, 2.64484, -1.40576], [-1.40419, 1.27081, -1.66716], [1.64457, 1.04195, -1.96145], [0.35753, -0.17549, -2.48045]]
}

***

z | {
  "formula": "C4H10N",
  "method": "ωB97M-V/def2-TZVPD",
  "lumo_ha": [-0.19798, -0.15288],
  "molar_mass_g_mol": 72.13,
  "homo_lumo_gap_ev": [7.76, 10.02],
  "homo_ha": [-0.4832, -0.5212],
  "total_charge": 1,
  "symbols": ["C", "C", "C", "C", "N", "H", "H", "H", "H", "H", "H", "H", "H", "H", "H"],
  "positions_angstrom": [[0.45928, -1.09986, -0.47904], [-0.28486, -0.34785, 0.56708], [-2.91026, 0.15502, -0.02944], [2.15097, 0.53314, 0.29066], [0.78737, 0.26720, -0.25035], [1.30660, -1.77896, -0.30155], [0.14191, -1.30638, -1.48288], [-0.33383, -0.60725, 1.58914], [-2.34581, 1.12346, 0.25029], [-3.31280, -0.54641, 0.72461], [-3.13309, -0.12006, -1.08926], [2.34656, 1.59828, 0.68217], [2.24542, -0.21278, 1.16028], [2.74890, 0.29578, -0.52722], [0.64911, 0.84636, -1.11544]]
}

***

It is w that is the most stable of them.

***

w | {
  "formula": "C4H7N2S",
  "method": "ωB97M-V/def2-TZVPD",
  "lumo_ha": -0.15760,
  "molar_mass_g_mol": 115.18,
  "smiles": "CS[n+]1cc[nH]c1",
  "homo_lumo_gap_ev": 9.06,
  "homo_ha": -0.4904,
  "total_charge": 1,
  "symbols": ["C", "S", "N", "C", "C", "N", "C", "H", "H", "H", "H", "H", "H", "H"],
  "positions_angstrom": [[2.41362, -0.23223, 0.56641], [1.67848, 0.38399, -1.02398], [0.06786, 0.21415, -0.56360], [-0.52227, -0.91526, -0.18729], [-1.83490, -0.64595, 0.07437], [-2.14353, 0.63159, -0.19196], [-1.10765, 1.38169, -0.45480], [2.32882, -1.36135, 0.77826], [1.96752, 0.28988, 1.30989], [3.52503, 0.04771, 0.37783], [0.06585, -1.95537, -0.04537], [-2.61335, -1.27774, 0.41030], [-3.00925, 1.14044, -0.17178], [-0.81624, 2.29843, -0.87828]]
}

***

x | {
  "formula": "C4H7N2S",
  "method": "ωB97M-V/def2-TZVPD",
  "lumo_ha": -0.19763,
  "molar_mass_g_mol": 115.18,
  "homo_lumo_gap_ev": 8.75,
  "homo_ha": -0.5191,
  "total_charge": 1,
  "symbols": ["C", "C", "C", "C", "N", "N", "S", "H", "H", "H", "H", "H", "H", "H"],
  "positions_angstrom": [[1.20845, 0.41855, -0.32881], [0.52624, 0.59305, 1.93299], [0.98687, 0.67053, -1.60513], [-1.23452, -0.12974, 0.27752], [0.17462, 0.55759, 0.70681], [-1.12329, -1.36478, -0.16637], [0.96247, 0.61823, 3.39675], [2.18194, 0.17990, -0.00119], [-0.01055, 1.04433, -2.04626], [1.76433, 0.53552, -2.41227], [-1.86469, -0.06894, 1.14060], [-1.52722, 0.69162, -0.40053], [-1.16759, -1.71007, -1.03046], [-0.87705, -2.03579, 0.53634]]
}

***

It is w that is the most stable of them.

***

w | {
  "formula": "C4H7N2S",
  "method": "ωB97M-V/def2-TZVPD",
  "lumo_ha": -0.20937,
  "molar_mass_g_mol": 115.18,
  "homo_lumo_gap_ev": 8.88,
  "homo_ha": -0.5357,
  "total_charge": 1,
  "symbols": ["C", "C", "C", "C", "N", "N", "S", "H", "H", "H", "H", "H", "H", "H"],
  "positions_angstrom": [[0.24873, 0.23601, 0.23970], [-1.92827, -0.74747, 0.14715], [-0.05363, -2.19709, 0.11146], [0.92578, 2.39594, -0.36808], [-0.66608, -0.87322, 0.16300], [0.03094, 1.29826, -0.37286], [-3.43953, -0.59055, 0.14790], [1.11877, -0.01287, 0.85240], [0.50871, -2.30202, -0.81625], [0.62490, -2.31758, 0.95643], [-0.81423, -2.97459, 0.15114], [0.34527, 3.31291, -0.25501], [1.39417, 2.43951, -1.35530], [1.70446, 2.33276, 0.39832]]
}

***

x | {
  "formula": "C4H7N2S",
  "method": "ωB97M-V/def2-TZVPD",
  "lumo_ha": [-0.20947, -0.21100],
  "molar_mass_g_mol": 115.18,
  "homo_lumo_gap_ev": [7.01, 7.78],
  "homo_ha": [-0.4671, -0.4968],
  "total_charge": 1,
  "symbols": ["C", "C", "C", "C", "N", "N", "S", "H", "H", "H", "H", "H", "H", "H"],
  "positions_angstrom": [[-1.91068, -1.01103, 0.03125], [-0.60855, -1.42523, 0.28007], [-1.17951, 1.09794, -0.66019], [2.57329, 0.76510, 0.16094], [-2.14419, 0.26892, -0.33340], [0.40161, -0.54417, 0.15902], [1.84416, -0.74215, -0.48832], [-2.54817, -1.81795, 0.22427], [-0.26533, -2.34443, 0.52992], [-1.20336, 2.12146, -0.57440], [1.73723, 1.58822, 0.00436], [3.56710, 0.81294, -0.17332], [2.78603, 0.58378, 1.19711], [-3.04962, 0.64659, -0.35730]]
}

***

It is w that is the most stable of them.

***

w | {
  "formula": "C3H4OS",
  "method": "ωB97M-V/def2-TZVPD",
  "lumo_ha": [-0.03555, -0.06675],
  "molar_mass_g_mol": 88.13,
  "homo_lumo_gap_ev": [7.45, 4.90],
  "homo_ha": [-0.3092, -0.2467],
  "total_charge": 0,
  "symbols": ["C", "C", "C", "O", "S", "H", "H", "H", "H"],
  "positions_angstrom": [[-1.55002, -0.28024, 0.00151], [-0.63520, 0.69177, -0.39080], [1.98362, -0.47781, 0.41374], [0.36708, 0.56927, -1.14170], [3.20553, -0.27406, -0.38688], [-2.41140, -0.08332, 0.56901], [-1.10307, -1.31005, -0.15873], [-0.90919, 1.67971, 0.14730], [1.05264, -0.51527, 0.94654]]
}

***

x | {
  "formula": "C3H4OS",
  "method": "ωB97M-V/def2-TZVPD",
  "lumo_ha": -0.00721,
  "molar_mass_g_mol": 88.13,
  "smiles": "C=CC(=O)S",
  "homo_lumo_gap_ev": 9.79,
  "homo_ha": -0.3669,
  "total_charge": 0,
  "symbols": ["C", "C", "C", "O", "S", "H", "H", "H", "H"],
  "positions_angstrom": [[1.62097, -0.15850, 0.06317], [0.34274, -0.58106, 0.00516], [-0.73662, 0.36075, -0.00104], [-0.43896, 1.54713, -0.08726], [-2.45976, -0.25953, 0.01605], [2.32003, -0.84155, -0.36878], [2.06923, 0.68062, 0.51658], [0.41330, -1.68064, -0.26616], [-3.13093, 0.93279, 0.12228]]
}

***

It is x that is the most stable of them.